# C4H9NOS

A gas-phase ion, C4H9NOS (charge +1) in a non-equilibrium geometry (wB97M-V/def2-TZVPD, the OMol25 dataset).

Spin multiplicity: 2
Relative energy (zero: lowest compared OMol25 entry of this formula, charge and spin) (kcal/mol): 4.9
HOMO energy (alpha / beta) (eV): -14.672 / -14.337
Molar mass (g/mol): 119.2
Net charge: +1
Largest force on an atom (eV/A): 1.130
Expectation value of S²: 0.76

The geometry in XYZ format:
```
16
Properties=species:S:1:pos:R:3:lowdin_spin:R:1
O -1.5346 -0.8308 -2.1504 0.047
C -1.7949 -1.1658 -1.0275 0.004
N -1.2150 -0.6029 0.1104 0.114
C -0.2695 0.4351 0.1617 0.108
C 0.9222 0.1125 -0.9527 0.135
S 2.1708 1.3116 -1.0490 0.518
C 0.3310 0.5725 1.5672 0.008
H -2.5076 -1.9310 -0.7261 -0.001
H -1.2713 -1.2513 0.8992 0.003
H -0.7136 1.3418 -0.2560 0.015
H 0.4249 -0.0317 -1.9096 0.001
H 1.4248 -0.8002 -0.6117 0.024
H 2.6422 1.0972 0.1944 0.018
H -0.2871 0.0367 2.2855 0.000
H 1.3083 0.0875 1.6113 0.001
H 0.3695 1.6189 1.8533 0.004
```